Record 1
The following is a DFT calculation (ωB97M-V with the def2-TZVPD basis set) of a molecular structure, C13H23N2O2PZn.

Values from the calculation:
HOMO energy (alpha / beta) in eV: -7.5 / -7.6
F_max in eV Å⁻¹: 2.02
E_tot in eV: -78628.542
E_LUMO (alpha / beta) in eV: -2.150 / -1.692
M in g/mol: 335.70

```
! wB97M-V def2-TZVPD RIJCOSX def2/J DEFGRID3
* xyz 0 1
H -0.21 -3.57 -0.50
H 1.66 4.21 -0.76
N 0.78 -1.83 -1.13
H 1.85 -2.25 -2.92
H -3.34 0.25 -5.02
C -2.61 -1.01 -3.44
H -2.13 -2.39 -0.54
H 1.32 1.35 -3.50
H 0.57 -1.00 -3.08
P 0.80 1.99 -1.19
C -1.68 -2.41 -1.54
C -0.85 2.54 -1.76
H -3.00 -1.95 -3.84
C -1.51 1.29 -2.33
C 1.36 -1.39 -2.43
H -0.47 1.22 0.76
H 1.45 -2.90 0.57
C -2.28 1.37 -3.51
H 2.57 -1.63 0.00
H 1.14 0.19 1.04
H -2.39 2.35 -4.00
H -1.36 2.90 -0.85
C 1.51 3.30 -0.15
H -2.20 -3.18 -2.14
N -1.30 -1.17 2.22
H 2.12 -0.61 -2.25
H -0.73 3.35 -2.50
H 0.81 3.47 0.70
H 1.79 3.05 -3.11
Zn 0.00 -0.09 -0.07
C -1.84 -1.07 -2.23
C -1.26 0.07 -1.74
C -2.79 0.21 -4.06
O -1.88 -1.94 2.97
H 0.07 -3.45 -2.26
C 1.77 2.01 -2.74
C -0.24 -2.89 -1.36
H 2.44 -3.17 -0.91
H 2.79 1.66 -2.51
O -0.93 -1.56 1.03
C 1.89 -2.43 -0.32
H 2.47 2.90 0.24
*
```


Record 2
The following is a DFT calculation (ωB97M-V with the def2-TZVPD basis set) of a molecular structure, C2H2FOYb.

Values from the calculation:
HOMO energy in eV: -12.9
F_max in eV Å⁻¹: 1.06
E_tot in eV: -38390.015
E_LUMO in eV: -4.989
M in g/mol: 234.08
ΔE to the lowest compared entry with this formula, charge and spin in eV: 2.604

```
! wB97M-V def2-TZVPD RIJCOSX def2/J DEFGRID3
* xyz 1 1
H 4.38 0.99 0.43
F -2.76 0.71 -0.19
H -2.28 -1.05 0.83
C -0.68 -0.28 -0.27
Yb 2.82 0.26 -0.33
O 0.43 -0.36 -0.65
C -1.92 -0.26 0.17
*
```


Record 3
The following is a DFT calculation (ωB97M-V with the def2-TZVPD basis set) of a molecular structure, C16H20CuGeN3.

Values from the calculation:
HOMO energy in eV: -7.6
F_max in eV Å⁻¹: 3.42
E_tot in eV: -122541.684
E_LUMO in eV: -0.665
M in g/mol: 390.51

```
! wB97M-V def2-TZVPD RIJCOSX def2/J DEFGRID3
* xyz 0 1
H 6.55 1.43 -6.05
C -3.77 1.15 2.74
N -0.40 -0.73 0.49
C 6.28 1.03 -2.68
N 2.79 0.50 -3.38
H -7.05 -0.07 2.94
C -6.37 -0.80 2.56
H -1.27 -1.59 -1.20
H 2.65 0.88 0.55
H -6.70 -1.86 2.85
H -5.52 0.20 5.42
C 4.07 0.80 -3.82
H 6.76 0.97 -1.72
C 1.76 0.37 0.20
C 4.88 0.83 -2.63
H 7.88 1.24 -3.93
C 1.71 0.08 -1.13
C 2.87 0.44 -2.04
N 4.05 0.62 -1.51
H 2.03 0.28 -4.00
H 0.67 0.10 2.05
H -3.03 -2.71 3.32
C 0.59 -0.67 -1.66
H -6.45 -0.71 1.52
H -3.81 1.23 1.63
C -0.42 -1.01 -0.81
H 4.18 0.90 -5.98
C 0.71 -0.10 0.98
H -3.74 0.15 5.61
H -4.73 -1.36 5.72
C -3.39 -2.03 2.60
Cu -1.82 -1.37 1.71
H -3.96 -2.59 1.83
H 0.60 -1.09 -2.67
C 6.05 1.16 -5.11
Ge -4.44 -0.58 3.22
H -4.35 1.95 3.16
C 4.71 0.95 -5.07
C -4.63 -0.40 5.21
H -2.73 1.19 3.01
C 6.81 1.21 -3.93
*
```


Record 4
The following is a DFT calculation (ωB97M-V with the def2-TZVPD basis set) of 12 unconnected molecules or ions with the total composition H24O12.

Values from the calculation:
HOMO energy in eV: -9.2
F_max in eV Å⁻¹: 5.67
E_tot in eV: -24956.338
E_LUMO in eV: -0.266
M in g/mol: 216.18
ΔE to the lowest compared entry with this formula, charge and spin in eV: 5.357

```
! wB97M-V def2-TZVPD RIJCOSX def2/J DEFGRID3
* xyz 0 1
H -1.33 -1.61 -5.00
H -1.41 -1.19 -6.46
H -2.21 -0.93 3.73
H 0.66 -3.00 1.02
H 2.96 3.90 0.72
O -2.48 -1.69 3.21
H 4.39 4.18 0.27
H -1.24 -0.01 -2.21
H -1.71 -0.21 -3.64
H -2.27 2.67 -1.49
O -1.49 2.46 -0.98
O -1.04 -0.92 -5.61
O 3.85 4.05 1.06
H -2.18 -1.49 2.32
H 1.00 -1.92 -3.03
H 0.14 0.36 -1.30
O 0.49 -1.99 -2.22
O -3.52 -2.58 -1.72
H -4.01 -3.16 -1.13
H -1.24 3.30 -0.58
H 2.55 2.19 1.92
H -0.40 -2.22 -2.52
H 1.16 0.01 -0.22
O 0.41 1.23 3.52
O 1.73 -1.35 3.57
O 0.77 -2.05 1.07
H -0.13 1.19 4.32
H 1.85 -1.06 4.48
O 3.04 2.91 2.32
H 1.33 -1.84 0.31
O 1.07 0.13 -1.17
H 0.85 -1.04 3.34
H -0.01 0.59 2.93
O -1.63 0.46 -2.96
H 3.01 2.71 3.27
H -2.96 -2.06 -1.13
*
```